Computed, not measured: 13 unconnected molecules or ions with the total composition C48H129N7O20 at a distorted geometry, with wB97M-V/def2-TZVPD.

Computed properties:
HOMO in eV: -8.419
Molar mass in g mol⁻¹: 1124.6
LUMO in eV: 0.36
Total charge: 0
HOMO-LUMO gap in eV: 8.78

Each atom is followed by the atoms it is bonded to, with distances in Å.
Element x y z (Å)
1 C -2.3587 7.5635 0.4984  O2 1.404, H10 1.091, H11 1.095, H12 1.091
2 O -3.5693 7.1363 1.0679  C1 1.404, C3 1.410
3 C -3.7132 7.6015 2.3917  O2 1.410, C4 1.511, H13 1.102, H14 1.095
4 C -4.7617 6.8396 3.1691  C3 1.511, N5 1.471, H15 1.104, H16 1.087
5 N -4.3464 5.4329 3.2814  C4 1.471, C6 1.443, H17 1.017
6 C -5.3090 4.5690 3.9210  N5 1.443, C7 1.530, H18 1.113, H19 1.091
7 C -4.8073 3.1240 3.9258  C6 1.530, O8 1.420, H20 1.101, H21 1.097
8 O -4.7279 2.6470 2.5912  C7 1.420, C9 1.426
9 C -4.2515 1.3056 2.5096  O8 1.426, H22 1.090, H23 1.094, H24 1.093
10 H -2.5096 7.6532 -0.5780  C1 1.091
11 H -1.5672 6.8182 0.6260  C1 1.095
12 H -2.0616 8.5343 0.8980  C1 1.091
13 H -4.0940 8.6326 2.3134  C3 1.102
14 H -2.7710 7.6085 2.9499  C3 1.095
15 H -5.6681 6.8646 2.5387  C4 1.104
16 H -4.9109 7.2904 4.1473  C4 1.087
17 H -4.2078 5.1466 2.3158  N5 1.017
18 H -6.2634 4.4542 3.3599  C6 1.113
19 H -5.6596 4.9576 4.8780  C6 1.091
20 H -5.5705 2.5589 4.4833  C7 1.101
21 H -3.8154 3.1260 4.3949  C7 1.097
22 H -3.9888 1.2531 1.4532  C9 1.090
23 H -5.0152 0.5724 2.7859  C9 1.094
24 H -3.3771 1.1492 3.1460  C9 1.093
25 C -1.0777 2.7651 -0.1080  O26 1.404, H34 1.096, H35 1.092, H36 1.104
26 O -0.6689 2.7928 1.2351  C25 1.404, C27 1.417
27 C -0.9734 3.9935 1.9241  O26 1.417, C28 1.503, H37 1.098, H38 1.106
28 C -1.0623 3.7397 3.4027  C27 1.503, N29 1.462, H39 1.097, H40 1.097
29 N 0.2635 3.6432 4.0114  C28 1.462, C30 1.462, H41 1.014
30 C 0.1525 3.4304 5.4535  N29 1.462, C31 1.526, H42 1.098, H43 1.100
31 C -0.1068 2.0112 5.9516  C30 1.526, O32 1.396, H44 1.104, H45 1.100
32 O -1.2858 1.4272 5.4841  C31 1.396, C33 1.414
33 C -1.0273 0.1747 4.8800  O32 1.414, H46 1.084, H47 1.104, H48 1.092
34 H -1.2325 1.7398 -0.4633  C25 1.096
35 H -0.4116 3.3191 -0.7721  C25 1.092
36 H -2.1241 3.1101 -0.1749  C25 1.104
37 H -1.8171 4.5542 1.4998  C27 1.098
38 H -0.1460 4.7032 1.7343  C27 1.106
39 H -1.7905 2.9292 3.5305  C28 1.097
40 H -1.5829 4.6039 3.8330  C28 1.097
41 H 0.7014 2.8383 3.5781  N29 1.014
42 H -0.6006 4.0823 5.9154  C30 1.098
43 H 1.0530 3.8447 5.9306  C30 1.100
44 H -0.0066 2.0515 7.0498  C31 1.104
45 H 0.7759 1.3935 5.7292  C31 1.100
46 H -0.5482 -0.5554 5.5225  C33 1.084
47 H -0.4836 0.2761 3.9249  C33 1.104
48 H -1.9918 -0.0891 4.4417  C33 1.092
49 C 3.3745 -0.6574 10.6938  O50 1.395, H58 1.099, H59 1.094, H60 1.101
50 O 3.2136 -0.9302 9.3350  C49 1.395, C51 1.421
51 C 3.5729 0.1407 8.4733  O50 1.421, C52 1.531, H61 1.098, H62 1.093
52 C 3.9954 -0.4784 7.1386  C51 1.531, N53 1.460, H63 1.100, H64 1.086
53 N 2.8423 -1.1450 6.5409  C52 1.460, C54 1.461, H65 1.010
54 C 3.0497 -1.3975 5.1171  N53 1.461, C55 1.537, H66 1.090, H67 1.102
55 C 3.1339 -0.0913 4.3120  C54 1.537, O56 1.412, H68 1.096, H69 1.098
56 O 2.5751 -0.3311 3.0373  C55 1.412, C57 1.400
57 C 2.1724 0.8296 2.3655  O56 1.400, H70 1.091, H71 1.093, H72 1.106
58 H 4.1652 0.0829 10.8798  C49 1.099
59 H 3.6702 -1.5593 11.2385  C49 1.094
60 H 2.5099 -0.2791 11.2605  C49 1.101
61 H 4.4696 0.6238 8.8842  C51 1.098
62 H 2.7388 0.8385 8.3659  C51 1.093
63 H 4.7700 -1.1879 7.4661  C52 1.100
64 H 4.3843 0.3398 6.5392  C52 1.086
65 H 2.6617 -2.0159 7.0201  N53 1.010
66 H 2.2432 -1.9795 4.6717  C54 1.090
67 H 4.0113 -1.9167 4.9749  C54 1.102
68 H 4.1928 0.1767 4.2274  C55 1.096
69 H 2.5084 0.6642 4.8056  C55 1.098
70 H 1.4852 0.6538 1.5359  C57 1.091
71 H 2.9274 1.5915 2.1552  C57 1.093
72 H 1.4217 1.2848 3.0382  C57 1.106
73 C -4.5254 0.6223 -2.2317  O74 1.424, H82 1.092, H83 1.100, H84 1.099
74 O -5.5191 1.1057 -3.1301  C73 1.424, C75 1.395
75 C -5.0586 1.5917 -4.3540  O74 1.395, C76 1.495, H85 1.103, H86 1.099
76 C -6.2677 1.8549 -5.1924  C75 1.495, N77 1.447, H87 1.099, H88 1.103
77 N -7.0081 0.6739 -5.5792  C76 1.447, C78 1.448, H89 1.012
78 C -8.2327 1.0276 -6.2657  N77 1.448, C79 1.524, H90 1.095, H91 1.090
79 C -9.3982 1.4609 -5.3837  C78 1.524, O80 1.403, H92 1.101, H93 1.088
80 O -9.8731 0.4682 -4.5138  C79 1.403, C81 1.389
81 C -10.4183 -0.6407 -5.1486  O80 1.389, H94 1.098, H95 1.090, H96 1.106
82 H -4.9642 0.6028 -1.2324  C73 1.092
83 H -3.6838 1.3286 -2.2799  C73 1.100
84 H -4.2534 -0.4210 -2.4466  C73 1.099
85 H -4.4203 0.8759 -4.8978  C75 1.103
86 H -4.4080 2.4688 -4.2291  C75 1.099
87 H -5.9666 2.3413 -6.1311  C76 1.099
88 H -6.8879 2.6520 -4.7486  C76 1.103
89 H -7.2403 0.0445 -4.8212  N77 1.012
90 H -8.5495 0.1057 -6.7647  C78 1.095
91 H -8.1243 1.7529 -7.0728  C78 1.090
92 H -10.2061 1.7580 -6.0701  C79 1.101
93 H -9.1583 2.3403 -4.7893  C79 1.088
94 H -11.2171 -0.4845 -5.8859  C81 1.098
95 H -10.7560 -1.3652 -4.4068  C81 1.090
96 H -9.6641 -1.2286 -5.7036  C81 1.106
97 C 4.8926 -2.8794 -2.1899  O98 1.418, H106 1.092, H107 1.090, H108 1.091
98 O 3.9941 -2.0993 -1.4184  C97 1.418, C99 1.409
99 C 4.1158 -2.3640 -0.0398  O98 1.409, C100 1.531, H109 1.091, H110 1.101
100 C 3.2453 -3.5504 0.3814  C99 1.531, N101 1.487, H111 1.091, H112 1.092
101 N 1.8599 -3.4049 -0.1389  C100 1.487, C102 1.465, H113 1.024
102 C 1.1331 -2.3627 0.5894  N101 1.465, C103 1.509, H114 1.104, H115 1.099
103 C -0.2922 -2.3011 0.0966  C102 1.509, O104 1.408, H116 1.093, H117 1.099
104 O -0.9915 -1.2786 0.7668  C103 1.408, C105 1.435
105 C -2.2829 -1.1626 0.1520  O104 1.435, H118 1.091, H119 1.089, H120 1.097
106 H 4.7214 -2.5887 -3.2288  C97 1.092
107 H 4.6469 -3.9370 -2.0940  C97 1.090
108 H 5.9424 -2.6729 -1.9773  C97 1.091
109 H 3.9241 -1.4358 0.5013  C99 1.091
110 H 5.1363 -2.6357 0.2716  C99 1.101
111 H 3.1440 -3.6951 1.4584  C100 1.091
112 H 3.6372 -4.4837 -0.0282  C100 1.092
113 H 2.0376 -2.9945 -1.0597  N101 1.024
114 H 1.6405 -1.3838 0.5276  C102 1.104
115 H 1.2592 -2.5104 1.6712  C102 1.099
116 H -0.7158 -3.3073 0.1534  C103 1.093
117 H -0.1737 -2.0642 -0.9697  C103 1.099
118 H -2.1850 -1.0226 -0.9256  C105 1.091
119 H -2.9167 -0.4255 0.6418  C105 1.089
120 H -2.8166 -2.0952 0.3722  C105 1.097
121 C -3.1384 -3.6939 -4.9543  O122 1.409, H130 1.093, H131 1.093, H132 1.087
122 O -2.0727 -3.5091 -4.0508  C121 1.409, C123 1.432
123 C -0.9130 -4.3012 -4.3312  O122 1.432, C124 1.518, H133 1.093, H134 1.084
124 C -0.3377 -4.0355 -5.7104  C123 1.518, N125 1.439, H135 1.097, H136 1.100
125 N -0.2110 -2.6364 -6.0227  C124 1.439, C126 1.450, H137 1.004
126 C -0.7161 -2.2763 -7.3337  N125 1.450, C127 1.515, H138 1.103, H139 1.092
127 C -0.7679 -0.7803 -7.5677  C126 1.515, O128 1.417, H140 1.089, H141 1.103
128 O -1.7212 -0.0493 -6.8158  C127 1.417, C129 1.410
129 C -1.4343 0.1672 -5.4522  O128 1.410, H142 1.085, H143 1.088, H144 1.101
130 H -3.7164 -4.5940 -4.7308  C121 1.093
131 H -2.7390 -3.7551 -5.9695  C121 1.093
132 H -3.7743 -2.8133 -4.9028  C121 1.087
133 H -1.2485 -5.3342 -4.2062  C123 1.093
134 H -0.1864 -3.9954 -3.5874  C123 1.084
135 H -0.8765 -4.6264 -6.4616  C124 1.097
136 H 0.6614 -4.4954 -5.7135  C124 1.100
137 H -0.5498 -2.0805 -5.2580  N125 1.004
138 H -1.7390 -2.6730 -7.4437  C126 1.103
139 H -0.0640 -2.7339 -8.0811  C126 1.092
140 H -0.9999 -0.5575 -8.6083  C127 1.089
141 H 0.2250 -0.3533 -7.3502  C127 1.103
142 H -1.9491 1.0751 -5.1545  C129 1.085
143 H -0.3663 0.0855 -5.2606  C129 1.088
144 H -1.8927 -0.6312 -4.8477  C129 1.101
145 C 4.8130 6.3037 2.4516  O146 1.407, H154 1.095, H155 1.096, H156 1.090
146 O 4.2565 6.2951 1.1599  C145 1.407, C147 1.430
147 C 3.6339 5.0779 0.7409  O146 1.430, C148 1.512, H157 1.101, H158 1.092
148 C 3.9638 4.9005 -0.7242  C147 1.512, N149 1.468, H159 1.099, H160 1.095
149 N 3.7639 3.5241 -1.1934  C148 1.468, C150 1.454, H161 1.006
150 C 2.4076 3.0259 -1.0318  N149 1.454, C151 1.528, H162 1.102, H163 1.094
151 C 2.2956 1.5851 -1.5271  C150 1.528, O152 1.420, H164 1.102, H165 1.096
152 O 2.2950 1.6338 -2.9465  C151 1.420, C153 1.409
153 C 1.8626 0.4502 -3.5769  O152 1.409, H166 1.095, H167 1.094, H168 1.101
154 H 5.8352 5.9110 2.4445  C145 1.095
155 H 4.1940 5.7665 3.1797  C145 1.096
156 H 4.8352 7.3436 2.7790  C145 1.090
157 H 2.5665 5.3220 0.8570  C147 1.101
158 H 3.8716 4.2089 1.3573  C147 1.092
159 H 5.0612 4.9540 -0.7275  C148 1.099
160 H 3.5431 5.6462 -1.4072  C148 1.095
161 H 4.1539 3.3046 -2.0939  N149 1.006
162 H 1.7201 3.6914 -1.5786  C150 1.102
163 H 2.0981 3.0259 0.0175  C150 1.094
164 H 1.3016 1.2643 -1.1753  C151 1.102
165 H 3.0781 0.9836 -1.0512  C151 1.096
166 H 2.6042 -0.3547 -3.5953  C153 1.095
167 H 1.5964 0.6252 -4.6230  C153 1.094
168 H 0.9137 0.0950 -3.1466  C153 1.101
169 C 9.0126 -5.2437 -2.6011  O170 1.421, H171 1.102, H172 1.082, H173 1.092
170 O 9.7682 -5.8257 -1.5474  C169 1.421, H174 0.960
171 H 9.7164 -4.6191 -3.1743  C169 1.102
172 H 8.6216 -5.9732 -3.2978  C169 1.082
173 H 8.2557 -4.5262 -2.2787  C169 1.092
174 H 9.8977 -5.1477 -0.8805  O170 0.960
175 C 6.5759 1.2044 -2.5108  O176 1.448, H177 1.089, H178 1.087, H179 1.091
176 O 6.5817 -0.2214 -2.2579  C175 1.448, H180 0.965
177 H 5.8841 1.6667 -1.8083  C175 1.089
178 H 7.6027 1.5205 -2.3476  C175 1.087
179 H 6.3233 1.3881 -3.5565  C175 1.091
180 H 5.6836 -0.5116 -2.4575  O176 0.965
181 C -0.9442 -3.9209 3.1132  O182 1.404, H183 1.091, H184 1.101, H185 1.095
182 O -1.6475 -2.7056 3.1463  C181 1.404, H186 0.977
183 H -1.2832 -4.5169 3.9611  C181 1.091
184 H -1.2039 -4.5242 2.2290  C181 1.101
185 H 0.1470 -3.8369 3.1294  C181 1.095
186 H -1.4403 -2.1381 2.3791  O182 0.977
187 C -3.9164 -4.5160 0.0406  O188 1.424, H189 1.086, H190 1.099, H191 1.095
188 O -5.2053 -4.0376 -0.3321  C187 1.424, H192 0.961
189 H -3.1893 -3.9679 -0.5513  C187 1.086
190 H -3.7400 -4.2598 1.0946  C187 1.099
191 H -3.7434 -5.5933 -0.0480  C187 1.095
192 H -5.8171 -4.2555 0.3758  O188 0.961
193 C 5.9582 -7.1983 -3.5520  O194 1.417, H195 1.087, H196 1.098, H197 1.102
194 O 5.4547 -6.3693 -2.5195  C193 1.417, H198 0.963
195 H 6.0768 -6.8253 -4.5664  C193 1.087
196 H 6.9292 -7.5553 -3.1832  C193 1.098
197 H 5.3273 -8.0920 -3.6811  C193 1.102
198 H 5.4497 -6.8456 -1.6822  O194 0.963
199 C 4.6810 -8.6299 0.5768  O200 1.413, H201 1.096, H202 1.094, H203 1.084
200 O 4.9139 -7.2557 0.3445  C199 1.413, H204 0.956
201 H 3.6047 -8.8204 0.6616  C199 1.096
202 H 4.8937 -9.2041 -0.3296  C199 1.094
203 H 5.2023 -8.9458 1.4736  C199 1.084
204 H 5.5044 -6.8391 0.9707  O200 0.956

These are the Mulliken partial charges, in e, on atoms 1 to 99:
1. C -0.6101
2. O -0.3428
3. C -0.5052
4. C -0.8782
5. N -0.0123
6. C -1.0241
7. C -0.1005
8. O -0.3746
9. C -0.0125
10. H 0.2521
11. H 0.1268
12. H 0.3738
13. H 0.4311
14. H 0.3839
15. H 0.3743
16. H 0.3993
17. H 0.0789
18. H 0.3290
19. H 0.5202
20. H 0.4493
21. H 0.0010
22. H -0.1475
23. H 0.4840
24. H -0.1759
25. C -0.7039
26. O 0.9161
27. C -0.9005
28. C 0.1547
29. N -0.2163
30. C -0.9934
31. C 0.5423
32. O -0.4029
33. C -0.5648
34. H -0.1667
35. H 0.2130
36. H 0.3573
37. H 0.0909
38. H -0.0512
39. H -0.3056
40. H 0.6932
41. H -0.1884
42. H 0.4374
43. H 0.4039
44. H 0.4254
45. H -0.6792
46. H 0.4928
47. H 0.0684
48. H 0.3025
49. C -0.7284
50. O -0.3172
51. C -0.6417
52. C -0.5216
53. N -0.0649
54. C -0.8228
55. C -0.4836
56. O 0.2284
57. C 0.5925
58. H 0.3002
59. H 0.2471
60. H 0.2631
61. H 0.4622
62. H 0.2562
63. H 0.3055
64. H 0.4098
65. H 0.2279
66. H 0.3076
67. H 0.2014
68. H 0.2819
69. H 0.1937
70. H 0.1436
71. H 0.3345
72. H -1.1511
73. C -0.5760
74. O -0.4207
75. C -0.1810
76. C -0.7051
77. N -0.2443
78. C -1.0846
79. C -0.3264
80. O -0.3532
81. C -0.7744
82. H 0.2789
83. H 0.2860
84. H 0.2699
85. H 0.0203
86. H 0.4321
87. H 0.4063
88. H 0.2678
89. H 0.3058
90. H 0.4037
91. H 0.4339
92. H 0.3700
93. H 0.2944
94. H 0.3192
95. H 0.2898
96. H 0.2994
97. C -1.3963
98. O 0.4353
99. C -0.3427